Record 1
The following is a quantum chemistry calculation of C28H24F6N6O8S2Ti as an isolated structure in a non-equilibrium geometry, from OMol25.

XYZ file:
```
75
C28H24F6N6O8S2Ti (ωB97M-V/def2-TZVPD)
Ti 0.1599 -0.0835 -0.0211
C 2.6946 -1.6290 -1.2886
C 2.5720 -1.1235 -2.7185
C 1.2017 -0.7407 -3.2092
C 1.0277 -0.7827 -4.5944
C -0.1650 -0.3985 -5.1660
C -1.1578 0.0604 -4.3154
C -0.8975 0.1061 -2.9582
N 0.2436 -0.3067 -2.3830
N 2.4991 -0.5800 -0.2811
C 2.6727 -1.1340 1.0613
C 2.1910 -0.0933 2.0372
C 2.6463 -0.0068 3.3437
C 2.1501 1.0004 4.1599
C 1.2698 1.9245 3.6096
C 0.8740 1.7792 2.2917
N 1.3010 0.7695 1.5237
C 3.5089 0.4840 -0.4297
C 2.9790 1.7313 -1.0846
C 3.8570 2.7266 -1.5075
C 3.3396 3.9078 -2.0075
C 1.9603 4.0391 -2.0891
C 1.1675 2.9837 -1.6689
N 1.6590 1.8546 -1.1611
H 3.6986 -2.0730 -1.1710
H 1.9547 -2.4186 -1.1264
H 2.9494 -1.9099 -3.3757
H 3.2145 -0.2505 -2.8675
H 1.8449 -1.1146 -5.2120
H -0.3119 -0.4388 -6.2336
H -2.1149 0.3830 -4.6920
H -1.6578 0.5309 -2.3182
H 3.7230 -1.4079 1.2643
H 2.0797 -2.0443 1.1412
H 3.3691 -0.7203 3.7108
H 2.4535 1.0616 5.1939
H 0.8939 2.7426 4.2027
H 0.1932 2.4915 1.8312
H 4.3947 0.1141 -0.9639
H 3.8510 0.7931 0.5662
H 4.9228 2.5805 -1.4341
H 3.9918 4.7071 -2.3263
H 1.5086 4.9430 -2.4660
H 0.0881 3.0429 -1.7387
O -0.7564 1.3604 -0.4250
C -1.9621 1.7221 -0.1313
C -2.6703 1.1851 0.9525
C -3.9879 1.5809 1.2456
C -4.6240 1.0673 2.3489
C -3.9661 0.1986 3.2307
C -2.6897 -0.2228 2.9487
C -2.0321 0.1921 1.7785
O -0.8809 -0.3093 1.4352
N -5.9978 1.4523 2.5988
O -6.4992 1.1033 3.6403
O -6.5481 2.1091 1.7434
H -2.4276 2.4862 -0.7579
H -4.5051 2.2873 0.6135
H -4.4842 -0.1378 4.1148
H -2.1762 -0.9111 3.5981
F -0.5385 -4.0525 3.1984
C 0.1632 -3.3680 2.3193
F 1.3645 -3.9478 2.1800
F 0.3981 -2.1417 2.8230
S -0.7261 -3.1934 0.6618
O 0.0904 -2.1443 0.0055
O -0.6503 -4.4445 0.0051
N -2.0762 -2.6724 1.1873
S -3.4484 -2.9139 0.4271
O -4.4395 -2.0296 0.9235
O -3.7519 -4.2619 0.1313
C -2.9080 -2.0864 -1.2003
F -1.9956 -2.7825 -1.8864
F -3.8296 -1.6664 -2.0545
F -2.2459 -0.9594 -0.7840
```

As for the orbital gap (alpha / beta): 6.57 / 7.89 eV. As for the total energy: -4256.6774 Eh. Its HOMO energy (alpha / beta) is -10.36 / -11.94 eV. As for the spin multiplicity: 2. The energy above the lowest of the compared OMol25 structures with the same formula, charge and spin is 204.3 kJ/mol. Its net charge is +1.

---

Record 2
The following is a quantum chemistry calculation of a 2-piece molecular cluster, C28H24N4O2 overall in a non-equilibrium geometry, from OMol25.

XYZ file:
```
58
C28H24N4O2 (ωB97M-V/def2-TZVPD)
C 3.8624 0.0025 -1.2692
C 2.7683 -0.9856 -1.4990
C 2.3549 -1.1976 -2.8243
N 2.0683 -1.3463 -3.9562
C 1.8622 -1.3538 -0.4514
C 2.0734 -0.9707 0.9184
C 1.1570 -1.2846 1.9039
C 0.0125 -2.0384 1.5763
N -0.9078 -2.3886 2.5993
O -1.9195 -3.0600 2.2952
O -0.6674 -2.0268 3.7727
C -0.2199 -2.4500 0.2488
C 0.6916 -2.1289 -0.7422
H 3.9307 0.3592 -0.2400
H 4.8145 -0.4613 -1.5405
H 3.7282 0.8700 -1.9335
H 2.9581 -0.3937 1.1982
H 1.2952 -0.9604 2.9325
H -1.1237 -3.0101 0.0304
H 0.4895 -2.4485 -1.7689
C 7.6053 0.0999 -4.9193
N 6.9507 -1.1369 -4.5337
C 5.8289 -1.2283 -3.7700
C 5.5577 -2.5857 -3.4763
C 4.5781 -3.0897 -2.5945
C 4.0138 -4.3633 -2.7368
C 3.9356 -5.2036 -3.8779
N 3.4962 -6.4364 -3.5075
C 3.4288 -7.5927 -4.3837
C 3.2450 -6.4526 -2.1285
C 3.5291 -5.1662 -1.6174
C 3.5928 -4.9613 -0.2443
C 3.3239 -6.0522 0.5988
C 3.0721 -7.3321 0.0767
C 3.0654 -7.5583 -1.3109
C 6.5944 -3.3561 -4.1812
C 7.4272 -2.4137 -4.8279
C 8.5466 -2.7470 -5.5786
C 8.8323 -4.1143 -5.7178
C 8.0373 -5.0739 -5.0717
C 6.9490 -4.6986 -4.2621
H 8.4410 -0.1402 -5.5799
H 6.9009 0.7584 -5.4416
H 7.9923 0.6333 -4.0390
H 5.2353 -0.3538 -3.5167
H 4.3895 -2.5588 -1.6612
H 4.1967 -4.9639 -4.9076
H 3.1206 -8.4591 -3.7935
H 2.7059 -7.4290 -5.1928
H 4.4089 -7.7949 -4.8382
H 3.8592 -3.9715 0.1289
H 3.3379 -5.9014 1.6775
H 2.8872 -8.1613 0.7554
H 2.9537 -8.5467 -1.7463
H 9.1497 -1.9644 -6.0323
H 9.6790 -4.4250 -6.3303
H 8.2731 -6.1326 -5.1930
H 6.3827 -5.4389 -3.7061
```

As for the orbital gap: 3.99 eV. As for the total energy: -1450.7046 Eh. Its HOMO energy is -5.95 eV.

---

Record 3
The following is a quantum chemistry calculation of C28H24N4O4PRe as an isolated structure in a non-equilibrium geometry, from OMol25.

XYZ file:
```
62
C28H24N4O4PRe (ωB97M-V/def2-TZVPD)
Re -0.7950 0.5524 1.1183
N 0.3362 0.4290 2.9000
C 1.7202 -0.1129 2.7986
C 2.5546 -0.0252 3.8939
C 3.8135 -0.6094 3.8166
C 4.2154 -1.2744 2.6614
C 3.3654 -1.3552 1.5694
C 2.1094 -0.7545 1.6327
P 0.9449 -0.9095 0.2862
C 0.5185 -2.6080 0.0321
C 1.2151 -3.2907 -0.9753
C 1.0389 -4.6577 -1.0974
C 0.1605 -5.3285 -0.2554
C -0.5402 -4.6448 0.7342
C -0.3651 -3.2831 0.8866
C 1.5093 -0.1931 -1.2260
C 2.7582 0.4175 -1.3562
C 3.1211 0.9458 -2.5854
C 2.2410 0.8858 -3.6604
C 0.9890 0.2918 -3.5262
C 0.6160 -0.2515 -2.3083
H -0.2238 -0.1955 3.4904
H 0.3559 1.3230 3.3958
H 2.2357 0.4692 4.8066
H 4.4755 -0.5565 4.6708
H 5.1935 -1.7355 2.6157
H 3.6755 -1.8896 0.6781
H 1.8838 -2.7707 -1.6497
H 1.5869 -5.1995 -1.8567
H 0.0129 -6.3940 -0.3761
H -1.2234 -5.1754 1.3845
H -0.9114 -2.7590 1.6594
H 3.4509 0.4537 -0.5232
H 4.0960 1.4015 -2.7088
H 2.5386 1.2980 -4.6165
H 0.3182 0.2374 -4.3742
H -0.3388 -0.7599 -2.2100
O -4.1229 -1.3332 2.3449
C -3.4021 -0.7378 1.6415
O -2.0115 -0.6985 1.8257
C -3.7069 0.1335 0.4705
C -2.7138 0.3823 -0.5043
C -2.9500 1.2123 -1.5879
C -4.2002 1.7806 -1.6779
C -5.2072 1.5454 -0.7615
C -4.9572 0.7052 0.3235
N -4.4514 2.6836 -2.8275
O -5.5957 2.9854 -3.0429
O -3.4706 3.0475 -3.4489
H -1.7540 -0.2013 -0.5364
H -2.2297 1.3940 -2.3751
H -6.1745 2.0129 -0.8995
H -5.7231 0.5071 1.0638
N 1.1496 4.2089 0.2663
C 0.0729 4.3045 -0.5913
C -0.5853 3.1316 -0.4896
N 0.0954 2.3146 0.4343
C 1.1443 3.0270 0.8630
H 1.8438 4.9312 0.4143
H -0.1320 5.1833 -1.1817
H -1.4694 2.8141 -1.0094
H 1.8987 2.6950 1.5608
```

As for the orbital gap (alpha / beta): 6.72 / 5.81 eV. As for the total energy: -2019.9183 Eh. Its HOMO energy (alpha / beta) is -17.70 / -17.71 eV. As for the spin multiplicity: 4. The energy above the lowest of the compared OMol25 structures with the same formula, charge and spin is 25.4 kJ/mol. Its net charge is +3.

---

Q: total energy of number 1 (C28H24F6N6O8S2Ti)?
A: -4256.6774 Eh